[1]
C7H26N2O9 | wB97M-V/def2-TZVPD

- SMILES: C[N+](=O)[O-].C[N+](=O)[O-].CO.CO.CO.CO.CO
- Gap between HOMO and LUMO: 9.311 eV
- LUMO: -0.3 eV

Structure (XYZ):
```
44
Properties=species:S:1:pos:R:3:forces:R:3
C 9.28135 -31.22815 19.21865 0.4118 -0.6127 0.4351
N 9.40228 -30.49398 17.94415 -0.1048 0.1864 -0.4178
O 8.58821 -29.60154 17.74925 0.2111 -0.1051 0.0535
O 10.26380 -30.83094 17.16274 -0.1861 0.0563 0.2527
H 10.26200 -31.59321 19.51679 0.0454 0.2596 -0.1154
H 8.67114 -32.11419 19.05348 -0.2293 0.2024 -0.1534
H 8.85089 -30.57442 19.96373 -0.1234 0.0728 -0.0205
C 9.62467 -23.60514 22.74921 0.2173 -0.4707 -0.6690
N 10.16607 -23.54834 24.12752 0.0951 0.2112 0.0396
O 11.31957 -23.89936 24.28365 -0.1328 -0.0008 0.0024
O 9.44288 -23.12824 25.00499 -0.1145 -0.0071 0.0413
H 10.22171 -24.34072 22.22130 -0.0116 0.0204 -0.0300
H 9.73643 -22.63764 22.26722 0.0393 0.1554 0.2918
H 8.59132 -23.92434 22.74553 -0.0860 0.0838 0.3278
C 9.89041 -26.75577 25.74475 -0.1362 0.0387 0.4194
O 9.28996 -28.00543 26.03741 0.1390 -0.1654 -0.0828
H 10.31265 -26.69694 24.73785 -0.0634 -0.0265 -0.0710
H 9.18606 -25.93416 25.91410 0.0493 0.0519 -0.1907
H 10.70453 -26.62308 26.45643 0.0437 -0.0066 -0.0727
H 8.57666 -28.18048 25.40987 -0.0338 0.1133 0.0250
C 10.04529 -25.81265 17.33734 0.5418 0.5198 0.8054
O 10.04615 -26.94988 18.18760 -0.3280 -0.0648 -0.0756
H 9.09727 -25.62038 16.83717 -0.0080 -0.2743 -0.2016
H 10.22926 -24.94738 17.98788 -0.0750 -0.1212 -0.1014
H 10.89422 -25.84371 16.65260 -0.2272 -0.1031 -0.3495
H 9.50940 -27.64673 17.79466 0.0591 -0.0087 -0.0910
C 7.34398 -29.85531 23.34260 0.0413 0.4371 -0.3297
O 7.31236 -28.60391 24.03104 0.0201 -0.2248 -0.4279
H 6.40916 -30.39849 23.48074 0.0969 -0.1863 0.1778
H 7.47072 -29.69033 22.26425 0.0125 -0.0491 0.0638
H 8.20274 -30.41748 23.69525 -0.0816 -0.1046 0.1984
H 6.53974 -28.13819 23.67474 -0.1240 0.0575 0.2765
C 8.07747 -27.03788 21.11050 -0.0839 -0.2238 -0.2772
O 8.59764 -26.51464 22.31023 0.1027 0.3565 0.0745
H 7.10010 -27.50636 21.26940 0.1091 -0.2063 -0.0070
H 7.91146 -26.24425 20.38129 0.1831 0.2116 0.2216
H 8.78414 -27.73166 20.64426 -0.1659 -0.1137 -0.0152
H 8.65724 -27.22802 22.95707 -0.1634 -0.0172 0.0217
C 4.31255 -27.36302 21.76496 0.2064 -0.2966 0.3952
O 4.64415 -28.07083 22.98286 -0.1690 0.3758 -0.4877
H 4.60156 -26.32438 21.89905 0.0723 0.0089 0.0212
H 4.86716 -27.79248 20.92954 -0.0776 0.0591 -0.0811
H 3.24510 -27.39835 21.55259 -0.0306 -0.0464 0.0571
H 4.03059 -28.80383 23.07543 0.0589 -0.0426 0.0661
```
Positions in Å, forces in eV/Å.

Atom-resolved charges from natural (NBO), all expressed in e:
1. C -0.49
2. N 0.54
3. O -0.41
4. O -0.34
5. H 0.24
6. H 0.24
7. H 0.23
8. C -0.49
9. N 0.53
10. O -0.38
11. O -0.38
12. H 0.24
13. H 0.23
14. H 0.24
15. C -0.25
16. O -0.75
17. H 0.16
18. H 0.16
19. H 0.18
20. H 0.49
21. C -0.25
22. O -0.74
23. H 0.17
24. H 0.17
25. H 0.17
26. H 0.48
27. C -0.25
28. O -0.77
29. H 0.17
30. H 0.16
31. H 0.19
32. H 0.51
33. C -0.24
34. O -0.75
35. H 0.14
36. H 0.18
37. H 0.17
38. H 0.49
39. C -0.25
40. O -0.75
41. H 0.19
42. H 0.17
43. H 0.18
44. H 0.48

=====

[2]
C7H26O9 | wB97M-V/def2-TZVPD

- Energy above the lowest of the compared OMol25 structures with the same formula, charge and spin: 2.821 eV
- SMILES: OCCO.OCCO.OCCO.CO.O.O
- Gap between HOMO and LUMO: 10.260 eV
- LUMO: 0.4 eV

Structure (XYZ):
```
42
Properties=species:S:1:pos:R:3:forces:R:3
O -3.47639 -1.33271 0.03342 -0.3177 0.1355 0.4488
C -4.10576 -0.85351 -1.16178 1.3214 0.6300 0.8947
C -3.92265 -1.93731 -2.14855 -0.9601 -1.6154 -0.6947
O -2.61402 -2.47816 -2.25611 0.5646 -0.5009 1.2230
H -3.66193 -0.77498 0.80332 -0.0264 -0.0720 -0.4635
H -5.17661 -0.69060 -1.01520 0.1142 0.3380 -0.0888
H -3.55251 0.03864 -1.53138 -0.6312 -0.1157 0.3563
H -4.21579 -1.52548 -3.12831 0.2385 -0.4420 0.1580
H -4.63128 -2.75850 -1.87605 0.3845 0.4348 -0.3591
H -2.36198 -2.95290 -1.40272 -0.7950 1.1509 -1.5620
O 2.47810 -1.74835 3.28164 0.7116 1.2456 -0.8035
C 3.10985 -2.33728 2.13799 -1.0431 -1.9708 0.9181
C 2.70470 -1.57743 0.93745 -0.0978 0.5431 0.8106
O 3.26393 -0.30308 1.08011 0.2226 0.9760 -1.2874
H 2.05898 -2.38584 3.81000 -0.6547 -1.4464 0.9538
H 4.17065 -2.39842 2.33849 0.4115 0.4041 -0.3342
H 2.78155 -3.40205 1.99601 0.0428 0.7070 0.2628
H 1.60894 -1.52657 0.89897 -0.0171 -0.0808 0.0215
H 3.03716 -2.11856 0.08348 0.4998 -0.2790 -1.1024
H 3.22444 0.11727 0.16382 -0.0987 -0.4042 1.3648
O 0.96264 4.38308 0.92461 -0.2622 0.1952 -0.9230
C 0.07689 3.26929 0.83781 0.3496 0.3987 0.1797
C -0.63760 3.39692 -0.47881 -0.1641 0.0598 0.1675
O 0.29734 3.27061 -1.55649 -0.9173 -0.4112 -0.1655
H 1.62574 4.25915 1.58510 0.5188 -0.3402 0.6933
H 0.56447 2.29075 0.90749 0.2477 0.2539 -0.0859
H -0.60400 3.34510 1.66818 -0.6501 -0.2086 0.3352
H -1.29105 4.32174 -0.47339 0.9237 -0.7460 -0.4123
H -1.29792 2.52362 -0.54442 -0.0057 0.2147 -0.2734
H 0.88823 4.01638 -1.62747 0.0251 0.5103 0.4678
C -0.41146 -0.74610 -0.98415 -0.7756 1.9449 0.0508
O 0.28918 -0.79325 -2.22415 -0.5091 -0.5317 -0.2061
H -0.45293 -1.67907 -0.45441 0.4848 -0.5192 0.3449
H 0.01354 0.09598 -0.39009 0.0830 -0.9527 -0.1982
H -1.46638 -0.46270 -1.11739 0.4022 -0.0984 -0.2308
H -0.29642 -1.23668 -2.86723 0.4565 0.2183 0.4009
O 1.00444 0.70812 2.90195 -0.1257 -0.3627 0.0421
H 1.12090 -0.16692 3.29301 -0.3046 -0.0186 0.4464
H 1.73740 0.60543 2.29051 0.5732 0.4821 -0.6377
O 2.61705 0.44104 -1.27102 -0.1156 -0.3684 -0.7876
H 2.03373 -0.17909 -1.75309 0.0414 0.2967 0.1500
H 2.50682 1.28244 -1.71114 -0.1457 0.3453 -0.0748
```
Positions in Å, forces in eV/Å.

Atom-resolved charges from natural (NBO), all expressed in e:
1. O -0.75
2. C -0.10
3. C -0.08
4. O -0.73
5. H 0.48
6. H 0.18
7. H 0.16
8. H 0.19
9. H 0.16
10. H 0.49
11. O -0.75
12. C -0.07
13. C -0.10
14. O -0.77
15. H 0.47
16. H 0.18
17. H 0.16
18. H 0.16
19. H 0.17
20. H 0.51
21. O -0.75
22. C -0.09
23. C -0.08
24. O -0.74
25. H 0.48
26. H 0.18
27. H 0.17
28. H 0.17
29. H 0.18
30. H 0.48
31. C -0.26
32. O -0.76
33. H 0.16
34. H 0.19
35. H 0.18
36. H 0.49
37. O -0.97
38. H 0.48
39. H 0.48
40. O -0.97
41. H 0.52
42. H 0.50

=====

[3]
C7H26O9 | wB97M-V/def2-TZVPD

- Energy above the lowest of the compared OMol25 structures with the same formula, charge and spin: 1.264 eV
- SMILES: Cc1ccccc1.O.O.O.O.O.O.O.O.O
- Gap between HOMO and LUMO: 9.601 eV
- LUMO: 0.2 eV

Structure (XYZ):
```
42
Properties=species:S:1:pos:R:3:forces:R:3
C 2.93028 -0.70814 -0.52410 2.3321 -0.4878 1.7106
C 1.63082 -0.05018 -0.25428 0.1022 -0.2248 -1.7822
C 0.48948 -0.61614 -0.84169 -2.1520 0.8455 2.3316
C -0.69834 0.11035 -0.72625 -0.4884 0.0059 -0.2384
C -0.72545 1.44936 -0.39156 0.4093 0.7942 0.2364
C 0.40633 2.02238 0.17801 0.3956 -0.9768 0.0146
C 1.54454 1.22671 0.29938 0.0693 0.3102 -0.4493
H 3.62226 -0.20939 -1.21094 -0.7238 0.0232 -0.6775
H 3.60486 -0.69213 0.34553 -0.4173 0.2445 0.3181
H 2.91658 -1.78420 -0.67901 -0.5123 0.0484 -0.5472
H 0.23753 -1.64993 -1.00594 1.2825 -0.3678 -0.2707
H -1.66669 -0.37571 -0.80258 0.2163 -0.1329 -0.7437
H -1.62556 2.04114 -0.51610 -0.1533 -0.1192 0.1565
H 0.47058 2.97437 0.68019 -0.3768 0.1463 -0.5778
H 2.40662 1.71553 0.73549 0.2725 -0.2704 0.0570
O -2.00929 1.63841 2.24135 -0.4036 0.5260 0.4721
H -1.85875 0.91840 2.88262 0.3565 0.1816 -0.6346
H -1.83275 1.30434 1.35238 0.1447 -0.1498 0.4463
O -3.36495 -1.75882 -1.07801 0.0293 -0.8359 -0.6230
H -3.12077 -2.68542 -0.93878 0.0142 0.1445 0.6303
H -3.42509 -1.81370 -2.04429 -0.0585 0.6529 -0.0078
O -4.19786 -0.45413 1.72729 0.1484 -0.0932 0.0371
H -3.99140 -0.64232 0.80345 -0.0217 -0.0858 -0.0038
H -3.41187 -0.01203 2.07782 -0.3196 0.0528 -0.1814
O -0.95386 -0.56565 3.23087 -0.1198 0.2906 0.2525
H -1.22421 -1.24554 3.85119 0.2671 -0.3419 -0.2259
H -0.33187 -0.90319 2.57873 0.0315 -0.3668 0.2018
O 1.54253 -2.03708 -3.08058 1.5478 0.3099 -0.5213
H 1.75373 -1.18550 -3.48858 -0.9166 0.2999 -0.1909
H 2.46994 -2.27493 -2.92640 -0.3116 -0.7154 0.3455
O 1.02768 1.99795 -3.06509 0.3771 -0.0448 -0.8556
H 1.40535 1.49595 -2.33787 -0.3718 0.2337 0.3523
H 0.30751 2.54480 -2.74551 0.0789 -0.2110 0.3943
O 2.46379 -1.44382 2.45620 0.0279 0.1310 0.2410
H 3.07620 -1.64304 3.17264 -0.0617 -0.1333 0.0085
H 2.45526 -0.47937 2.43298 -0.1110 -0.0049 -0.0998
O -1.12081 -2.55669 -3.27492 -0.3851 -0.2395 0.0516
H -0.43852 -3.06096 -3.72894 -0.0369 0.0299 -0.1106
H -0.60909 -2.12151 -2.58964 0.0245 0.2071 -0.0449
O 0.34817 3.86473 2.35725 -0.0986 0.4781 0.4651
H -0.32136 4.51639 2.12169 0.0733 0.1090 0.0585
H -0.18156 3.14872 2.72596 -0.1606 -0.2633 0.0049
```
Positions in Å, forces in eV/Å.

Atom-resolved charges from natural (NBO), all expressed in e:
1. C -0.68
2. C 0.07
3. C -0.27
4. C -0.20
5. C -0.29
6. C -0.19
7. C -0.29
8. H 0.22
9. H 0.23
10. H 0.22
11. H 0.22
12. H 0.24
13. H 0.22
14. H 0.26
15. H 0.21
16. O -0.99
17. H 0.50
18. H 0.48
19. O -0.95
20. H 0.48
21. H 0.49
22. O -0.96
23. H 0.48
24. H 0.47
25. O -0.97
26. H 0.49
27. H 0.50
28. O -0.94
29. H 0.48
30. H 0.47
31. O -0.95
32. H 0.47
33. H 0.48
34. O -0.94
35. H 0.47
36. H 0.47
37. O -0.96
38. H 0.48
39. H 0.47
40. O -0.95
41. H 0.47
42. H 0.49

=====

[4]
C7H27BClN7NiO4 | wB97M-V/def2-TZVPD

- Gap between HOMO and LUMO (spin up / spin down): 2.607 / 8.023 eV
- LUMO (spin up / spin down): 2.7 / 2.6 eV
- Multiplicity: 4
- Net charge: -1

Structure (XYZ):
```
48
Properties=species:S:1:pos:R:3:forces:R:3
Ni 0.31656 0.86281 0.41482 1.7571 0.9025 -0.3105
B -1.43400 2.11054 -0.44943 0.0697 0.2260 -0.1903
H -0.86790 2.49748 0.38367 2.1030 1.5768 3.1364
H -1.01250 2.47627 -1.37292 2.1401 1.7169 -2.9254
H -1.39306 1.03849 -0.56459 -0.2354 -3.5417 0.3829
H -2.43021 2.52005 -0.51342 -3.9042 0.9980 0.4973
Cl 2.34619 2.67655 -0.27688 -0.7255 -0.7109 0.3059
C -1.54477 0.58249 4.24260 0.6112 -1.1168 -0.8174
C -0.74727 0.08437 2.99310 -4.0835 -1.0844 2.0696
C -1.72792 -0.48304 1.97308 1.9683 -0.5855 -0.7306
O -0.80120 -0.75574 0.81680 -2.2457 -1.3208 1.4567
C -0.73433 -2.15665 0.55866 0.4327 -0.2270 -0.7435
N -0.06935 1.20599 2.51203 2.2787 0.9932 -0.3762
H -2.03938 1.51124 3.95821 -0.1305 0.0099 0.3467
H -0.75409 0.70471 4.98286 -0.4659 0.3597 0.4861
H -2.27221 -0.16908 4.54932 -0.0361 0.1360 0.3197
H -0.08050 -0.69235 3.36757 0.1490 -0.1988 -0.5943
H -2.57653 0.12345 1.65661 0.4194 0.4749 -0.1247
H -2.13651 -1.41841 2.35549 0.1078 -0.1541 -0.1868
H 0.16507 -2.41706 0.00067 0.0962 0.5181 -0.0785
H -1.59171 -2.45554 -0.04437 -0.2379 -0.0518 0.0110
H -0.68428 -2.79188 1.44301 -0.1079 0.3908 0.3797
H -0.42214 1.99122 3.04028 -0.3032 0.7669 -0.9199
H 0.81448 1.09663 2.98846 1.1968 0.3091 -0.4919
C -2.37248 0.44764 -3.49149 -2.2893 -2.7259 -1.1401
O -3.11494 0.02239 -4.36477 -0.5283 0.3489 -1.6259
N -2.28631 -0.21954 -2.34530 0.9887 -0.2021 1.7227
N -1.58647 1.48898 -3.54179 1.9181 2.6440 -0.8449
H -2.66735 -1.13571 -2.15683 -0.0045 0.6216 -0.3174
H -1.69529 0.31577 -1.72543 -0.3079 -1.2718 0.9859
H -1.63836 2.19840 -4.25881 -0.3429 -0.5223 0.0425
H -1.11005 1.77094 -2.69703 0.0136 0.2758 0.0412
C 1.09671 -0.41671 -2.50934 -2.0066 -0.6214 2.1132
O 0.73666 -0.03962 -1.40899 -1.0870 -0.2022 0.6212
N 1.85574 0.22926 -3.29764 3.2230 2.5111 -2.7134
N 0.73690 -1.56324 -3.09995 -0.7569 -1.8765 0.7517
H 2.31503 -0.44204 -3.89641 0.6983 1.5655 -0.5746
H 2.03996 1.21484 -3.17602 0.6536 -0.3216 0.2035
H -0.07040 -2.01108 -2.69029 0.2479 -0.3595 -0.5795
H 1.08967 -1.67984 -4.03913 -1.1128 -0.5765 0.2360
C 2.98878 -0.83048 1.12652 2.3931 -0.8384 -0.0647
O 1.83573 -0.54695 1.03842 -3.6486 0.8918 -0.3371
N 3.71965 -1.54086 0.29097 -0.6050 -2.5738 -4.6101
N 3.78433 -0.57243 2.09552 1.7117 2.7335 5.0341
H 3.13863 -2.18917 -0.22109 0.2313 -0.1491 -0.5914
H 4.62946 -1.91584 0.51844 -0.2279 0.0618 0.2661
H 3.48294 0.05004 2.83158 0.1868 0.0274 0.0650
H 4.76901 -0.77729 2.00320 -0.2025 0.1724 0.4140
```
Positions in Å, forces in eV/Å.

Atom-resolved charges from natural (NBO), all expressed in e:
1. Ni 1.53
2. B -0.85
3. H 0.01
4. H -0.01
5. H -0.05
6. H 0.04
7. Cl -0.87
8. C -0.64
9. C -0.16
10. C -0.08
11. O -0.62
12. C -0.33
13. N -0.86
14. H 0.20
15. H 0.21
16. H 0.21
17. H 0.20
18. H 0.22
19. H 0.19
20. H 0.21
21. H 0.16
22. H 0.18
23. H 0.39
24. H 0.38
25. C 0.76
26. O -0.72
27. N -0.87
28. N -0.85
29. H 0.40
30. H 0.42
31. H 0.40
32. H 0.42
33. C 0.80
34. O -0.74
35. N -0.81
36. N -0.84
37. H 0.37
38. H 0.45
39. H 0.42
40. H 0.38
41. C 0.54
42. O -0.79
43. N -0.89
44. N -0.90
45. H 0.36
46. H 0.34
47. H 0.37
48. H 0.36